The following is a DFT calculation (ωB97M-V/def2-TZVPD) of C43H52BrIN8O4SSi4TaTe as an isolated structure at a distorted geometry.

Each line ends with the Mulliken charge.
CARTESIAN COORDINATES (ANGSTROEM)
1 Ta -1.166 1.064 -0.213  0.9503
2 Br 5.067 4.619 4.902  -0.1805
3 C 3.706 3.551 5.663  -0.0198
4 C 4.049 2.513 6.511  -0.5162
5 C 3.041 1.739 7.064  -0.1843
6 C 1.715 1.965 6.728  -0.1718
7 C 1.378 3.031 5.904  -0.1687
8 C 2.379 3.833 5.378  -0.2788
9 N 0.750 1.138 7.404  -0.4836
10 N -0.271 0.688 6.873  -0.4065
11 C -0.576 0.718 5.460  0.3995
12 C -1.872 1.056 5.182  -0.3924
13 C -2.377 1.102 3.866  -0.5981
14 C -1.570 0.765 2.822  -0.4857
15 O -1.967 0.752 1.540  -0.3057
16 C -0.222 0.384 3.077  0.2881
17 N 0.511 0.072 1.978  0.7724
18 C 1.725 -0.373 2.144  -0.3085
19 C 2.286 -0.599 3.420  -1.4732
20 C 1.564 -0.273 4.530  -0.8731
21 C 0.277 0.306 4.389  0.7911
22 H 5.085 2.324 6.755  0.4469
23 H 3.277 0.936 7.753  0.4930
24 H 0.339 3.246 5.689  0.4150
25 H 2.131 4.677 4.751  0.5528
26 H -2.516 1.304 6.017  0.4665
27 H -3.411 1.367 3.684  0.5308
28 H 2.281 -0.611 1.239  0.2915
29 H 3.271 -1.040 3.507  0.5132
30 H 1.962 -0.479 5.511  0.6436
31 C -0.071 4.591 2.226  -1.9662
32 C -0.574 3.414 1.667  0.0553
33 N 0.131 2.636 0.848  1.6612
34 C 1.399 3.016 0.555  -0.6648
35 C 1.983 4.167 1.075  1.4870
36 C 1.204 4.976 1.919  -1.0269
37 C 3.339 4.492 0.728  -1.2503
38 C 4.050 3.701 -0.099  -1.1268
39 C 3.460 2.517 -0.661  1.2972
40 C 4.139 1.656 -1.542  -1.2936
41 C 3.490 0.561 -2.040  -1.0843
42 C 2.158 0.329 -1.659  0.2539
43 N 1.505 1.114 -0.837  1.2265
44 C 2.142 2.187 -0.339  -0.6062
45 H -0.705 5.180 2.874  0.5778
46 H -1.589 3.119 1.864  0.3791
47 H 1.621 5.896 2.312  0.5838
48 H 3.779 5.386 1.154  0.5078
49 H 5.073 3.948 -0.357  0.4698
50 H 5.164 1.874 -1.819  0.4561
51 H 3.977 -0.125 -2.720  0.5373
52 H 1.613 -0.528 -2.037  -0.3271
53 S -5.546 0.101 -1.971  -0.2949
54 C -4.089 0.422 -1.416  0.4591
55 N -3.009 0.652 -0.999  -0.4783
56 O -0.653 4.109 -1.330  -0.4729
57 C -0.822 3.354 -2.260  0.0505
58 C -0.975 3.786 -3.697  -0.6646
59 C -1.318 2.503 -4.436  -0.4760
60 C -1.180 1.399 -3.404  -0.2433
61 O -1.316 0.233 -3.654  -0.4829
62 N -0.878 1.954 -2.134  1.1066
63 H -0.031 4.225 -4.020  0.2480
64 H -1.736 4.561 -3.758  0.2649
65 H -0.666 2.283 -5.280  0.2980
66 H -2.345 2.481 -4.803  0.2818
67 N -4.923 2.404 0.902  -0.1615
68 C -4.077 3.219 0.253  0.2463
69 O -2.881 2.966 0.156  -0.2110
70 C -4.654 4.463 -0.363  -1.3143
71 I -4.680 4.221 -2.483  0.0765
72 H -4.578 1.491 1.162  0.2087
73 H -5.919 2.524 0.830  0.2487
74 H -4.013 5.312 -0.154  0.3351
75 H -5.676 4.660 -0.057  0.6098
76 C 1.681 -6.103 -1.586  -1.0499
77 Si 1.369 -4.384 -0.936  0.4571
78 C 2.885 -3.326 -1.217  -0.6264
79 C 0.993 -4.421 0.888  -0.7734
80 Si -0.402 -3.450 -2.138  0.2399
81 Te -0.657 -1.308 -0.794  -1.2071
82 Si -2.423 -4.591 -1.883  0.6453
83 C -3.831 -3.525 -2.455  -0.5943
84 C -2.287 -6.140 -2.913  -1.0340
85 C -2.624 -5.003 -0.075  -1.0114
86 Si 0.066 -3.035 -4.394  0.9320
87 C 1.307 -1.656 -4.587  -0.3603
88 C -1.500 -2.602 -5.290  -1.0147
89 C 0.792 -4.625 -5.053  -1.2537
90 H 2.554 -6.533 -1.085  0.3904
91 H 1.876 -6.095 -2.664  0.2730
92 H 0.828 -6.765 -1.405  0.2716
93 H 3.749 -3.744 -0.692  0.5163
94 H 2.715 -2.310 -0.846  -0.1364
95 H 3.132 -3.261 -2.283  0.2471
96 H 1.908 -4.604 1.459  0.4007
97 H 0.272 -5.207 1.134  0.3092
98 H 0.569 -3.466 1.216  0.0979
99 H -3.815 -3.384 -3.538  0.2607
100 H -3.787 -2.534 -1.991  -0.1477
101 H -4.786 -3.982 -2.180  0.4453
102 H -2.297 -5.904 -3.982  0.2649
103 H -3.133 -6.802 -2.705  0.4107
104 H -1.366 -6.693 -2.699  0.2829
105 H -2.395 -4.130 0.544  0.2591
106 H -1.954 -5.814 0.227  0.2540
107 H -3.651 -5.311 0.141  0.4161
108 H 0.866 -0.718 -4.240  -0.1720
109 H 1.575 -1.538 -5.642  0.5489
110 H 2.225 -1.853 -4.023  0.0211
111 H -2.009 -1.782 -4.782  0.1772
112 H -2.181 -3.456 -5.350  0.3260
113 H -1.266 -2.281 -6.310  0.4428
114 H 1.826 -4.757 -4.717  0.2882
115 H 0.790 -4.605 -6.147  0.3901
116 H 0.220 -5.504 -4.732  0.3240

molar mass = 1404.7 g mol⁻¹
frontier orbital gap = 6.25 eV
charge = +1